No. 1
Computed, not measured: a cluster of 3 separate species, C22H37N4O4 in total in a non-equilibrium geometry, with ωB97M-V with the def2-TZVPD basis set.

Positions of all 67 atoms, in Å:
C (1.463, -3.525, 1.577)
C (1.138, -3.211, 0.222)
C (0.255, -2.831, -1.147)
O (0.995, -1.855, -1.962)
C (0.771, -0.477, -1.492)
O (-0.230, 0.300, -1.965)
C (1.821, 0.120, -0.379)
C (3.457, 0.023, -0.710)
C (4.457, 0.672, 0.425)
C (6.121, 0.727, 0.274)
C (6.676, 2.233, 0.744)
C (6.844, 3.493, 1.395)
N (3.920, 1.292, 1.732)
C (2.425, 1.390, 2.057)
C (1.282, 0.828, 1.000)
C (-0.288, 1.017, 1.449)
C (-1.108, -0.428, 1.526)
N (-2.118, -0.563, 0.389)
H (1.645, -3.542, 2.756)
H (0.177, -3.836, -1.752)
H (-0.842, -2.494, -0.899)
H (3.868, -0.477, -1.695)
H (6.439, 0.596, -0.869)
H (6.560, -0.126, 0.945)
H (6.716, 4.510, 2.006)
H (4.562, 1.687, 2.482)
H (2.054, 1.895, 3.053)
H (-0.297, 1.435, 2.564)
H (-0.871, 1.838, 0.814)
H (-1.752, -0.397, 2.529)
H (-0.375, -1.335, 1.626)
H (-2.499, 0.425, 0.282)
H (-2.911, -1.127, 0.783)
C (-4.771, -4.718, -0.821)
C (-4.093, -4.602, 0.542)
C (-4.818, -5.387, 1.661)
O (-6.006, -4.756, 2.147)
C (-7.158, -4.978, 1.348)
N (-3.953, -3.179, 0.886)
H (-5.670, -4.103, -0.900)
H (-4.089, -4.385, -1.613)
H (-5.045, -5.756, -1.036)
H (-3.089, -5.032, 0.440)
H (-4.143, -5.446, 2.522)
H (-5.024, -6.421, 1.359)
H (-7.163, -5.975, 0.896)
H (-7.231, -4.208, 0.578)
H (-8.039, -4.885, 1.990)
H (-3.414, -3.105, 1.750)
H (-4.882, -2.838, 1.152)
C (2.985, 4.735, -2.887)
C (2.158, 3.773, -2.037)
C (0.655, 4.136, -1.982)
O (0.346, 5.234, -1.119)
C (0.557, 6.513, -1.699)
N (2.745, 3.699, -0.691)
H (3.179, 5.685, -2.382)
H (3.963, 4.293, -3.116)
H (2.487, 4.947, -3.838)
H (2.238, 2.783, -2.502)
H (0.117, 3.276, -1.567)
H (0.243, 4.302, -2.985)
H (0.333, 6.524, -2.770)
H (1.582, 6.840, -1.519)
H (-0.107, 7.225, -1.200)
H (2.248, 2.984, -0.159)
H (2.505, 4.570, -0.207)

Values from the calculation:
M in g mol⁻¹: 421.562
LUMO energy in eV: -5.203
Net charge: +1
Maximum force in eV Å⁻¹: 10.26
Highest occupied orbital energy in eV: -11.2
Calculated total energy in hartree: -1379.47375

***

No. 2
Computed, not measured: a structure of composition C2H7MgO3 in a non-equilibrium geometry, with ωB97M-V with the def2-TZVPD basis set.

Positions of all 13 atoms, in Å:
O (0.365, -2.750, -0.379)
Mg (0.311, -4.400, 0.634)
H (0.274, -2.738, -1.376)
C (0.582, -0.950, -0.010)
H (0.536, -1.107, 1.076)
H (1.527, -0.884, -0.568)
H (-0.306, -0.654, -0.589)
O (0.910, 1.059, 0.361)
C (-0.866, 2.517, 0.120)
O (-0.159, 1.723, 1.042)
H (-1.400, 1.889, -0.612)
H (-1.590, 3.098, 0.708)
H (-0.184, 3.198, -0.408)

Values from the calculation:
Relative energy (zero: lowest compared OMol25 entry of this formula, charge and spin) in eV: 4.145
M in g mol⁻¹: 103.380
LUMO energy (alpha / beta) in eV: -0.486 / -2.304
Spin multiplicity: 2
Net charge: 0
Maximum force in eV Å⁻¹: 2.74
Highest occupied orbital energy (alpha / beta) in eV: -7.0 / -6.7
Calculated total energy in hartree: -505.96975

***

No. 3
Computed, not measured: the molecule C4H6O2, with ωB97M-V with the def2-TZVPD basis set.

Positions of all 12 atoms, in Å:
C (-1.103, 1.115, 0.238)
C (-0.849, -0.260, -0.330)
O (-1.563, -0.777, -1.157)
C (0.388, -0.994, 0.204)
C (1.652, -0.329, -0.306)
O (2.137, 0.651, 0.206)
H (-0.181, 1.705, 0.257)
H (-1.442, 1.021, 1.277)
H (-1.874, 1.618, -0.347)
H (0.398, -0.937, 1.299)
H (0.334, -2.034, -0.128)
H (2.104, -0.779, -1.213)

Values from the calculation:
Relative energy (zero: lowest compared OMol25 entry of this formula, charge and spin) in eV: 0.763
M in g mol⁻¹: 86.090
LUMO energy in eV: 0.446
Net charge: 0
Maximum force in eV Å⁻¹: 0.54
Highest occupied orbital energy in eV: -10.0
Calculated total energy in hartree: -306.47825

***

No. 4
Computed, not measured: the molecule CClNS in a non-equilibrium geometry, with ωB97M-V with the def2-TZVPD basis set.

Positions of all 4 atoms, in Å:
N (-0.860, 0.431, 1.063)
S (-1.102, 0.567, -0.438)
C (0.172, -0.595, -0.347)
Cl (1.790, -0.403, -0.278)

Values from the calculation:
Relative energy (zero: lowest compared OMol25 entry of this formula, charge and spin) in eV: 4.826
M in g mol⁻¹: 93.538
LUMO energy (alpha / beta) in eV: -1.734 / -0.572
Net charge: 0
Maximum force in eV Å⁻¹: 2.93
Highest occupied orbital energy (alpha / beta) in eV: -8.6 / -9.3
Calculated total energy in hartree: -951.02167

***

No. 5
Computed, not measured: a cluster of 2 separate species, C2H3O2Se in total in a non-equilibrium geometry, with ωB97M-V with the def2-TZVPD basis set.

Positions of all 8 atoms, in Å:
C (0.792, 0.559, 1.305)
C (0.055, -0.671, -0.490)
O (0.911, 1.657, 0.921)
O (0.855, -0.179, 2.189)
Se (-0.939, 0.194, -1.924)
H (-0.720, -1.280, -0.055)
H (0.835, -1.211, -0.918)
H (-1.788, 0.931, -1.028)

Values from the calculation:
Relative energy (zero: lowest compared OMol25 entry of this formula, charge and spin) in eV: 1.806
M in g mol⁻¹: 138.004
LUMO energy in eV: 3.578
Net charge: -1
Maximum force in eV Å⁻¹: 4.20
Highest occupied orbital energy in eV: -2.5
Calculated total energy in hartree: -2629.91535

***

No. 6
Computed, not measured: the molecule C3H8N2O in a non-equilibrium geometry, with ωB97M-V with the def2-TZVPD basis set.

Positions of all 14 atoms, in Å:
C (-1.496, 0.733, 1.109)
N (-0.667, -0.514, 1.207)
C (-0.399, -0.961, -0.165)
C (0.588, 0.111, -0.692)
N (1.879, -0.407, -0.489)
O (0.281, 1.189, -1.154)
H (-2.135, 0.827, 0.177)
H (-0.720, 1.521, 1.023)
H (-2.174, 0.800, 1.931)
H (-1.012, -1.255, 1.873)
H (-1.278, -0.955, -0.912)
H (-0.124, -2.078, -0.055)
H (1.849, -1.408, -0.514)
H (2.702, 0.186, -0.827)

Values from the calculation:
Relative energy (zero: lowest compared OMol25 entry of this formula, charge and spin) in eV: 1.762
M in g mol⁻¹: 88.110
LUMO energy in eV: 0.867
Net charge: 0
Maximum force in eV Å⁻¹: 3.07
Highest occupied orbital energy in eV: -8.8
Calculated total energy in hartree: -303.82739

***

No. 7
Computed, not measured: a cluster of 2 separate species, C22H31N6 in total in a non-equilibrium geometry, with ωB97M-V with the def2-TZVPD basis set.

Positions of all 59 atoms, in Å:
C (-5.680, -1.764, 0.226)
N (-4.890, -1.469, 1.404)
C (-5.266, -2.179, 2.614)
C (-3.578, -1.032, 1.206)
C (-3.359, 0.336, 0.906)
C (-2.082, 0.797, 0.721)
C (-0.942, -0.063, 0.843)
C (0.341, 0.553, 0.807)
C (1.631, -0.025, 0.983)
C (2.768, 0.680, 0.451)
C (4.047, 0.189, 0.590)
C (4.273, -1.022, 1.318)
N (5.549, -1.512, 1.442)
C (5.930, -2.311, 2.589)
C (6.403, -1.589, 0.273)
C (3.159, -1.714, 1.867)
C (1.870, -1.259, 1.657)
C (-1.205, -1.467, 0.870)
C (-2.475, -1.922, 1.198)
H (-5.481, -1.032, -0.564)
H (-5.447, -2.763, -0.177)
H (-6.736, -1.727, 0.495)
H (-4.903, -1.621, 3.488)
H (-6.359, -2.249, 2.669)
H (-4.844, -3.194, 2.642)
H (-4.219, 1.004, 0.857)
H (-1.912, 1.836, 0.449)
H (0.342, 1.652, 0.759)
H (2.594, 1.609, -0.114)
H (4.900, 0.732, 0.163)
H (5.582, -1.824, 3.510)
H (5.495, -3.320, 2.549)
H (7.021, -2.397, 2.627)
H (6.190, -0.780, -0.431)
H (7.445, -1.530, 0.589)
H (6.254, -2.540, -0.270)
H (3.313, -2.660, 2.396)
H (1.016, -1.842, 2.011)
H (-0.418, -2.172, 0.598)
H (-2.657, -2.981, 1.404)
N (-0.666, 5.061, 1.417)
N (-0.589, 4.354, 0.515)
N (-0.477, 3.419, -0.286)
C (-0.649, 3.829, -1.693)
C (-0.375, 2.609, -2.551)
C (-0.977, 2.609, -3.959)
C (-1.036, 1.101, -4.311)
C (-0.838, 0.349, -2.985)
N (-0.825, 1.386, -1.963)
H (-1.670, 4.219, -1.872)
H (0.093, 4.595, -2.009)
H (0.736, 2.553, -2.620)
H (-1.997, 3.019, -3.933)
H (-0.378, 3.199, -4.659)
H (-1.996, 0.821, -4.748)
H (-0.224, 0.875, -5.016)
H (-1.636, -0.372, -2.778)
H (0.106, -0.216, -3.023)
H (-0.268, 1.162, -1.143)

Values from the calculation:
Relative energy (zero: lowest compared OMol25 entry of this formula, charge and spin) in eV: 0.716
M in g mol⁻¹: 379.532
LUMO energy in eV: -4.901
Net charge: +1
Maximum force in eV Å⁻¹: 3.46
Highest occupied orbital energy in eV: -10.7
Calculated total energy in hartree: -1185.08547

***

No. 8
Computed, not measured: a structure of composition C20H49N2O13V2 in a non-equilibrium geometry, with ωB97M-V with the def2-TZVPD basis set.

Positions of all 86 atoms, in Å:
O (0.298, 2.895, -2.182)
V (-0.521, 2.046, -3.304)
O (0.489, 1.308, -4.258)
O (-3.760, 1.256, -1.903)
V (-3.081, 0.877, -3.286)
O (-4.362, 0.846, -4.283)
C (-0.092, 0.790, -0.835)
C (-1.378, 0.368, -1.547)
O (-1.503, 0.813, -2.877)
H (0.797, 0.661, -1.453)
H (0.261, 0.225, 0.028)
H (-0.016, 1.852, -0.603)
H (-2.219, 0.836, -1.035)
H (-1.574, -0.684, -1.342)
C (-0.364, 0.686, 1.782)
O (0.097, 0.566, 3.091)
C (1.493, 0.231, 3.094)
C (1.990, -0.239, 4.557)
O (2.142, 0.764, 5.600)
C (3.180, 1.655, 5.396)
H (-0.033, -0.032, 1.032)
H (-0.059, 1.650, 1.376)
H (-1.448, 0.579, 1.797)
H (2.144, 0.949, 2.595)
H (1.577, -0.643, 2.448)
H (2.764, -0.980, 4.757)
H (1.079, -0.679, 4.962)
H (4.147, 1.221, 5.142)
H (3.241, 2.295, 6.276)
H (2.928, 2.267, 4.530)
C (-1.282, -3.066, -1.556)
O (-2.431, -2.828, -0.798)
C (-2.242, -2.499, 0.542)
C (-3.417, -2.831, 1.373)
O (-3.415, -2.239, 2.728)
C (-4.436, -2.667, 3.552)
H (-1.708, -2.768, -2.514)
H (-1.064, -4.127, -1.430)
H (-0.584, -2.285, -1.257)
H (-1.922, -1.468, 0.697)
H (-1.448, -3.189, 0.827)
H (-3.426, -3.906, 1.548)
H (-4.340, -2.631, 0.829)
H (-4.438, -3.756, 3.599)
H (-5.420, -2.265, 3.312)
H (-4.216, -2.325, 4.563)
C (2.929, 2.428, 0.247)
O (2.674, 1.140, 0.777)
C (2.728, 0.166, -0.216)
C (2.334, -1.207, 0.351)
O (2.649, -2.190, -0.647)
C (2.318, -3.511, -0.201)
H (3.956, 2.604, -0.072)
H (2.529, 3.245, 0.847)
H (2.392, 2.602, -0.686)
H (3.743, 0.036, -0.591)
H (1.979, 0.497, -0.935)
H (1.319, -1.405, 0.695)
H (2.889, -1.321, 1.283)
H (1.254, -3.693, -0.050)
H (2.841, -3.623, 0.749)
H (2.622, -4.139, -1.038)
C (-0.474, -2.171, -3.581)
O (-1.073, -3.161, -4.059)
N (0.807, -2.094, -3.218)
C (1.338, -0.922, -2.577)
C (1.759, -3.238, -3.525)
H (-0.979, -1.266, -3.209)
H (2.314, -0.675, -2.995)
H (1.587, -1.315, -1.591)
H (0.722, -0.043, -2.389)
H (2.203, -3.305, -4.518)
H (2.614, -3.300, -2.853)
H (1.175, -4.141, -3.349)
C (-2.675, 4.759, -0.036)
O (-3.613, 5.195, -0.581)
N (-1.497, 4.574, -0.605)
C (-1.240, 4.773, -2.057)
C (-0.371, 4.081, 0.174)
H (-2.770, 4.674, 1.057)
H (-1.435, 3.902, -2.683)
H (-0.191, 4.923, -2.309)
H (-1.710, 5.727, -2.296)
H (-0.627, 3.873, 1.213)
H (0.107, 3.190, -0.232)
H (0.443, 4.804, 0.135)

Values from the calculation:
Relative energy (zero: lowest compared OMol25 entry of this formula, charge and spin) in eV: 12.075
M in g mol⁻¹: 627.501
LUMO energy in eV: -7.683
Net charge: +1
Maximum force in eV Å⁻¹: 17.63
Highest occupied orbital energy in eV: -11.5
Calculated total energy in hartree: -3766.08773

***

Copy entry 7 word for word.
Computed, not measured: a cluster of 2 separate species, C22H31N6 in total in a non-equilibrium geometry, with ωB97M-V with the def2-TZVPD basis set.

Positions of all 59 atoms, in Å:
C (-5.680, -1.764, 0.226)
N (-4.890, -1.469, 1.404)
C (-5.266, -2.179, 2.614)
C (-3.578, -1.032, 1.206)
C (-3.359, 0.336, 0.906)
C (-2.082, 0.797, 0.721)
C (-0.942, -0.063, 0.843)
C (0.341, 0.553, 0.807)
C (1.631, -0.025, 0.983)
C (2.768, 0.680, 0.451)
C (4.047, 0.189, 0.590)
C (4.273, -1.022, 1.318)
N (5.549, -1.512, 1.442)
C (5.930, -2.311, 2.589)
C (6.403, -1.589, 0.273)
C (3.159, -1.714, 1.867)
C (1.870, -1.259, 1.657)
C (-1.205, -1.467, 0.870)
C (-2.475, -1.922, 1.198)
H (-5.481, -1.032, -0.564)
H (-5.447, -2.763, -0.177)
H (-6.736, -1.727, 0.495)
H (-4.903, -1.621, 3.488)
H (-6.359, -2.249, 2.669)
H (-4.844, -3.194, 2.642)
H (-4.219, 1.004, 0.857)
H (-1.912, 1.836, 0.449)
H (0.342, 1.652, 0.759)
H (2.594, 1.609, -0.114)
H (4.900, 0.732, 0.163)
H (5.582, -1.824, 3.510)
H (5.495, -3.320, 2.549)
H (7.021, -2.397, 2.627)
H (6.190, -0.780, -0.431)
H (7.445, -1.530, 0.589)
H (6.254, -2.540, -0.270)
H (3.313, -2.660, 2.396)
H (1.016, -1.842, 2.011)
H (-0.418, -2.172, 0.598)
H (-2.657, -2.981, 1.404)
N (-0.666, 5.061, 1.417)
N (-0.589, 4.354, 0.515)
N (-0.477, 3.419, -0.286)
C (-0.649, 3.829, -1.693)
C (-0.375, 2.609, -2.551)
C (-0.977, 2.609, -3.959)
C (-1.036, 1.101, -4.311)
C (-0.838, 0.349, -2.985)
N (-0.825, 1.386, -1.963)
H (-1.670, 4.219, -1.872)
H (0.093, 4.595, -2.009)
H (0.736, 2.553, -2.620)
H (-1.997, 3.019, -3.933)
H (-0.378, 3.199, -4.659)
H (-1.996, 0.821, -4.748)
H (-0.224, 0.875, -5.016)
H (-1.636, -0.372, -2.778)
H (0.106, -0.216, -3.023)
H (-0.268, 1.162, -1.143)

Values from the calculation:
Relative energy (zero: lowest compared OMol25 entry of this formula, charge and spin) in eV: 0.716
M in g mol⁻¹: 379.532
LUMO energy in eV: -4.901
Net charge: +1
Maximum force in eV Å⁻¹: 3.46
Highest occupied orbital energy in eV: -10.7
Calculated total energy in hartree: -1185.08547

***

Q: Which of these has the lowest maximum force?
A: C4H6O2

***

Q: What is the calculated total energy in the fourth record?
A: -951.02167 hartree

***

Q: The highest M belongs to which entry?
A: C20H49N2O13V2